(1)
CH2Cl3OPS2 | wB97M-V/def2-TZVPD

The geometry in ORCA input format:
```
! wB97M-V def2-TZVPD RIJCOSX def2/J DEFGRID3
* xyz 0 1
C -1.078 -0.326 -0.143
O 1.045 0.530 -1.026
P 0.635 0.052 0.426
S 2.536 -2.729 -0.231
S 0.574 1.939 1.319
Cl -2.170 -0.857 1.100
Cl -1.122 -1.399 -1.499
Cl -1.753 1.250 -0.813
H 1.494 -0.053 -1.630
H -0.161 1.592 2.495
*
```

Its energy is -71640.574 eV. As for the highest occupied orbital energy (spin up / spin down): -9.3 / -9.2 eV. Its energy above the lowest of the compared OMol25 structures with the same formula, charge and spin is 4.2154 eV. The orbital gap (spin up / spin down) is 6.40 / 6.39 eV.

(2)
CH2Cl3P | wB97M-V/def2-TZVPD

The geometry in ORCA input format:
```
! wB97M-V def2-TZVPD RIJCOSX def2/J DEFGRID3
* xyz 0 1
C 0.062 1.100 0.782
P -0.164 -0.393 -0.025
Cl 0.952 -1.779 0.860
Cl -2.058 -0.963 0.202
Cl 0.784 -1.274 -3.341
H -0.654 1.882 0.581
H 1.078 1.426 0.941
*
```

Its energy is -47923.479 eV. As for the highest occupied orbital energy (spin up / spin down): -10.2 / -8.7 eV. Its energy above the lowest of the compared OMol25 structures with the same formula, charge and spin is 2.0865 eV. The orbital gap (spin up / spin down) is 8.31 / 5.29 eV.

(3)
CH2Cl3P | wB97M-V/def2-TZVPD

The geometry in ORCA input format:
```
! wB97M-V def2-TZVPD RIJCOSX def2/J DEFGRID3
* xyz 0 1
C -2.660 -0.038 0.121
P -0.123 0.945 -0.066
Cl -3.439 1.139 -1.000
Cl -2.577 -1.544 -0.741
Cl -3.126 -0.076 1.803
H 0.010 0.908 -1.463
H 0.755 -0.256 -0.084
*
```

Its energy is -47922.297 eV. As for the highest occupied orbital energy (spin up / spin down): -8.9 / -8.8 eV. Its energy above the lowest of the compared OMol25 structures with the same formula, charge and spin is 3.2684 eV. The orbital gap (spin up / spin down) is 7.61 / 7.58 eV.

(4)
CH2ClF | wB97M-V/def2-TZVPD

The geometry in ORCA input format:
```
! wB97M-V def2-TZVPD RIJCOSX def2/J DEFGRID3
* xyz 0 1
F -0.344 1.012 -0.961
C 0.163 0.054 -0.050
Cl -1.126 -1.019 0.507
H 0.434 0.531 1.039
H 0.873 -0.579 -0.535
*
```

Its energy is -16308.687 eV. The SMILES is FCCl. As for the highest occupied orbital energy: -11.1 eV. Its energy above the lowest of the compared OMol25 structures with the same formula, charge and spin is 0.4112 eV. The orbital gap is 12.14 eV.

(5)
CH2ClF2NS | wB97M-V/def2-TZVPD

The geometry in ORCA input format:
```
! wB97M-V def2-TZVPD RIJCOSX def2/J DEFGRID3
* xyz 0 1
C -1.734 -0.347 -0.451
N -1.055 0.135 -1.332
F 2.493 1.833 -0.259
F 0.402 -0.320 1.502
S 1.496 0.726 0.600
Cl 2.539 -0.841 -0.073
H -2.782 -0.654 -0.558
H -1.359 -0.532 0.571
*
```

Its energy is -31347.994 eV. As for the highest occupied orbital energy (spin up / spin down): -9.8 / -10.8 eV. Its energy above the lowest of the compared OMol25 structures with the same formula, charge and spin is 3.4181 eV. The orbital gap (spin up / spin down) is 6.68 / 10.10 eV.

(6)
CH2ClFO | wB97M-V/def2-TZVPD

The geometry in ORCA input format:
```
! wB97M-V def2-TZVPD RIJCOSX def2/J DEFGRID3
* xyz 0 1
O 0.195 0.645 -0.437
C -0.302 -0.446 0.273
F 0.079 -1.749 -0.025
Cl -2.104 -0.331 0.340
H -0.221 0.508 -1.364
H 0.021 -0.393 1.256
*
```

Its energy is -18356.439 eV. The SMILES is O[C@H](F)Cl. As for the highest occupied orbital energy: -11.5 eV. Its energy above the lowest of the compared OMol25 structures with the same formula, charge and spin is 0.0696 eV. The orbital gap is 12.22 eV.

(7)
CH2ClN | wB97M-V/def2-TZVPD

The geometry in ORCA input format:
```
! wB97M-V def2-TZVPD RIJCOSX def2/J DEFGRID3
* xyz 0 1
C 0.385 0.624 -0.556
N 1.275 -0.042 -0.098
Cl -1.932 -0.402 0.374
H -0.997 0.413 -0.479
H 1.270 -0.593 0.758
*
```

Its energy is -15079.781 eV. As for the highest occupied orbital energy: -10.9 eV. Its energy above the lowest of the compared OMol25 structures with the same formula, charge and spin is 1.4513 eV. The orbital gap is 10.17 eV.

(8)
CH2ClNO2S | wB97M-V/def2-TZVPD

The geometry in ORCA input format:
```
! wB97M-V def2-TZVPD RIJCOSX def2/J DEFGRID3
* xyz 0 1
N -0.816 0.798 1.011
C 0.036 0.462 0.039
O 1.054 1.091 -0.136
O -0.347 -0.603 -0.675
S 0.735 -1.302 -1.809
Cl 1.887 -2.602 -0.734
H -1.789 0.381 1.072
H -0.759 1.775 1.231
*
```

Its energy is -30011.975 eV. The SMILES is NC(=O)OSCl. As for the highest occupied orbital energy: -9.6 eV. Its energy above the lowest of the compared OMol25 structures with the same formula, charge and spin is 0.2335 eV. The orbital gap is 9.39 eV.

> Which formula does entry 3 have?

CH2Cl3P